No. 1
Molecular formula: C39H37Br6N7O4
Method: DFT, the ωB97M-V functional and the def2-TZVPD basis

Last column: Mulliken charge in e.
Cartesian coordinates (Å):
C -0.8030 4.1703 5.0695  -0.461
Br -0.0647 5.3490 6.3671  -0.016
Br 0.2225 2.4595 4.9868  0.079
Br -0.7871 5.0345 3.2856  0.032
H -1.8391 3.9156 5.2924  0.404
C 2.5801 -6.0602 -0.4890  -0.254
Br 4.4501 -6.6028 -0.1109  -0.077
Br 2.3783 -4.1381 -0.1046  0.139
Br 1.2648 -7.2628 0.3246  -0.016
H 2.4747 -6.1307 -1.5716  0.307
C 5.5200 -1.4435 3.9742  -0.485
C 4.1966 -1.4288 3.5550  -0.333
C 3.2558 -0.9798 4.4192  -0.043
C 3.5632 -0.5969 5.7154  -0.108
C 4.9128 -0.6222 6.1579  -0.500
C 5.8543 -1.1358 5.2498  -0.400
N 2.4296 -0.2937 6.6543  1.021
O 1.2346 -0.2028 6.2906  -0.620
O 2.7561 -0.2238 7.7961  -0.580
H 6.2942 -1.8459 3.3377  0.365
H 3.9923 -1.7068 2.5316  0.436
H 2.2219 -1.1223 4.1415  0.440
H 5.2378 -0.3899 7.1613  0.420
H 6.8741 -1.2111 5.5974  0.359
C 1.4576 0.1033 -4.2531  -0.556
C 1.2336 -0.5464 -3.0150  -0.580
C 1.4168 -1.9288 -3.0538  0.771
C 1.7783 -2.6204 -4.2122  -0.466
C 2.0897 -1.8731 -5.3646  -0.191
C 1.8998 -0.5093 -5.3981  -0.823
N 1.9575 -4.1007 -4.2131  0.931
O 2.7088 -4.6339 -5.0517  -0.581
O 1.3961 -4.7755 -3.3806  -0.525
H 1.2394 1.1576 -4.1684  0.439
H 0.6475 -0.0610 -2.2487  0.562
H 1.0877 -2.6160 -2.2884  0.151
H 2.5041 -2.3209 -6.2558  0.427
H 2.0387 -0.0082 -6.3447  0.403
N -4.4800 6.2920 -1.1795  -0.552
C -3.2524 6.5618 -0.6197  -0.510
C -2.6175 5.5791 0.1842  0.025
C -3.2661 4.3343 0.4771  0.243
C -4.4963 4.1122 -0.1613  -0.531
C -4.9979 5.0757 -1.0519  -0.313
H -2.8708 7.5464 -0.8462  0.387
H -1.6968 5.9142 0.6385  0.168
H -2.7875 3.6088 1.1182  0.326
H -5.1047 3.2480 0.0609  0.383
H -5.9944 5.0365 -1.4664  0.392
N -1.6267 -4.0192 -0.3135  -0.199
C -2.8815 -3.8070 0.1145  -0.163
C -4.0050 -4.5257 -0.3117  -0.565
C -3.7766 -5.4604 -1.2880  -0.168
C -2.5118 -5.8092 -1.7197  -0.896
C -1.4532 -5.0514 -1.1620  0.095
H -3.0257 -2.9714 0.7834  0.388
H -4.9606 -4.3442 0.1576  0.450
H -4.6883 -5.9811 -1.5412  0.387
H -2.2601 -6.6088 -2.4006  0.412
H -0.4195 -5.2191 -1.4261  0.286
N 1.5119 0.2907 1.6001  -0.320
C 0.7246 1.3669 1.8105  -1.209
C -0.5582 1.5358 1.3454  0.006
C -1.1058 0.4130 0.6181  -0.370
C -0.2859 -0.7074 0.3986  -0.030
C 0.9949 -0.7161 0.8746  -0.311
H 1.1901 2.2282 2.2664  0.975
H -1.1590 2.4150 1.5254  0.040
H -2.1311 0.6347 0.3610  0.431
H -0.6624 -1.5005 -0.2304  0.711
H 1.6210 -1.5831 0.7238  -0.057
N 3.0871 5.8389 -0.2553  -0.567
C 3.9978 5.0445 -0.8596  -0.263
C 3.7440 3.6661 -1.1481  -0.497
C 2.5504 3.0533 -0.6856  -0.329
C 1.6926 3.8763 0.0674  -0.026
C 1.9730 5.2163 0.2900  -0.355
H 4.8581 5.4839 -1.3427  0.343
H 4.4862 3.1197 -1.7110  0.382
H 2.3434 2.0068 -0.8537  0.528
H 0.6981 3.5393 0.3197  0.461
H 1.2042 5.8359 0.7276  0.334
N -3.4267 0.5577 -2.6371  -0.481
C -2.9917 -0.7423 -2.5965  -0.330
C -3.8482 -1.8236 -2.7333  -0.460
C -5.2391 -1.5722 -2.7451  -0.208
C -5.7126 -0.2436 -2.7815  -0.440
C -4.7539 0.7767 -2.7649  -0.444
H -1.9213 -0.8658 -2.5234  0.647
H -3.5617 -2.8469 -2.9263  0.463
H -6.0390 -2.2977 -2.7331  0.396
H -6.7713 -0.1300 -2.9625  0.394
H -5.0115 1.8203 -2.8696  0.470

For the HOMO energy, the calculation gives -9.54 eV. The calculation puts the gap between HOMO and LUMO at 8.727 eV. As for the charge: 0.

---

No. 2
Molecular formula: C39H37ClIN2OP2S3Sm
Method: DFT, the ωB97M-V functional and the def2-TZVPD basis

Last column: Mulliken spin population.
Cartesian coordinates (Å):
Sm -0.8103 0.4738 -0.3225  5.123
C -4.5980 0.9266 -1.0004  0.000
C -4.7836 0.9451 0.5009  -0.001
S -3.3091 0.4165 1.4792  -0.007
C -3.2010 1.7978 2.6916  -0.001
C -2.0240 2.7617 2.5573  0.001
S -1.4803 3.2404 0.8767  -0.004
C -3.0125 4.0096 0.1914  0.000
C -3.3388 3.5981 -1.2365  0.000
S -3.1522 1.8264 -1.6551  -0.004
H -4.4125 -0.0916 -1.3519  0.001
H -5.4945 1.3158 -1.4843  0.000
H -5.0644 1.9362 0.8490  0.000
H -5.5818 0.2477 0.7578  0.000
H -4.1584 2.3164 2.6553  0.000
H -3.1273 1.3194 3.6699  0.000
H -2.2547 3.6854 3.0890  0.000
H -1.1224 2.3301 2.9984  0.000
H -3.8142 3.7595 0.8794  0.000
H -2.8572 5.0890 0.2138  0.000
H -4.3478 3.9144 -1.5027  0.000
H -2.6350 4.0675 -1.9266  0.000
N 1.7037 -1.0608 1.1010  0.007
P 0.1448 -1.0894 1.8355  0.000
C 0.3521 -2.5806 2.8516  -0.002
C -0.5624 -3.6264 2.8477  -0.001
C -0.3430 -4.7236 3.6673  0.000
C 0.7768 -4.7763 4.4812  0.000
C 1.6911 -3.7330 4.4791  0.000
C 1.4828 -2.6348 3.6701  0.000
C 0.3885 0.1576 3.1658  -0.007
C -0.2884 0.0027 4.3751  0.001
C -0.0319 0.8663 5.4263  0.000
C 0.9032 1.8797 5.2797  0.000
C 1.5453 2.0662 4.0651  0.000
C 1.2763 1.2187 3.0026  0.004
P 1.9728 -0.1695 -0.3387  -0.024
C 3.7806 -0.3807 -0.3848  0.000
C 4.4133 -1.3060 -1.2093  -0.001
C 5.7836 -1.4741 -1.1193  0.000
C 6.5230 -0.7271 -0.2169  -0.001
C 5.8916 0.1913 0.6097  0.000
C 4.5248 0.3695 0.5233  -0.001
C 1.3937 -1.2715 -1.7060  0.009
C 0.6255 -2.4126 -1.4764  -0.002
C 0.1903 -3.1799 -2.5454  0.000
C 0.4995 -2.8095 -3.8440  -0.001
C 1.2497 -1.6675 -4.0816  0.000
C 1.6822 -0.8920 -3.0210  0.001
H 2.3124 -1.8526 1.2921  0.000
H -1.4363 -3.5830 2.2146  0.000
H -1.0522 -5.5367 3.6768  0.000
H 0.9355 -5.6254 5.1273  0.000
H 2.5632 -3.7687 5.1149  0.000
H 2.1870 -1.8139 3.6779  0.000
H -0.9895 -0.8137 4.5000  0.000
H -0.5315 0.7375 6.3743  0.000
H 1.1496 2.5123 6.1202  0.000
H 2.2737 2.8561 3.9585  0.000
H 1.7937 1.3538 2.0561  -0.003
H 3.8437 -1.8937 -1.9134  0.000
H 6.2746 -2.1931 -1.7572  0.000
H 7.5921 -0.8582 -0.1580  0.000
H 6.4664 0.7678 1.3172  0.000
H 4.0312 1.0871 1.1666  0.000
H 0.3990 -2.7335 -0.4619  -0.004
H -0.3851 -4.0734 -2.3627  0.000
H 0.1705 -3.4198 -4.6715  0.000
H 1.4931 -1.3839 -5.0946  0.000
H 2.2696 0.0014 -3.2015  0.000
Cl -1.1364 0.5665 -7.4019  0.000
C -1.3143 0.2318 -5.7191  0.001
C -2.1122 -0.8144 -5.3148  -0.001
C -2.2636 -1.0954 -3.9611  -0.002
I -3.5076 -2.6454 -3.2755  0.000
C -1.6083 -0.3827 -2.9629  -0.016
O -1.7616 -0.6902 -1.6985  -0.035
C -0.7999 0.7291 -3.3802  -0.004
N -0.1860 1.4780 -2.4114  -0.026
C 0.5148 2.5397 -2.7742  0.002
C 0.6625 2.9445 -4.1034  -0.001
C 0.0769 2.1970 -5.0926  0.001
C -0.6708 1.0508 -4.7623  -0.002
H -2.6276 -1.4115 -6.0497  0.000
H 0.9808 3.1063 -1.9721  0.001
H 1.2278 3.8325 -4.3315  0.000
H 0.1750 2.4746 -6.1319  0.000

For the HOMO energy (alpha / beta), the calculation gives -12.68 / -12.70 eV. As for the multiplicity: 6. The calculation puts the gap between HOMO and LUMO (alpha / beta) at 6.947 / 7.337 eV. As for the charge: +2.

---

No. 3
Molecular formula: C39H37F3N6O4SeSiTa
Method: DFT, the ωB97M-V functional and the def2-TZVPD basis

Last column: Mulliken charge in e.
Cartesian coordinates (Å):
Ta 0.2747 0.0944 -0.2745  0.854
O -3.4279 0.1788 -3.4683  -0.139
C -2.5910 0.0791 -4.5317  0.971
C -3.0417 0.3078 -5.8270  -0.972
C -2.1945 0.1233 -6.9031  -0.515
C -0.8877 -0.3003 -6.6979  -0.938
C -0.4447 -0.5159 -5.4079  -0.854
C -1.2732 -0.3141 -4.3009  0.051
C -0.6858 -0.5561 -2.9651  0.886
O -0.7828 0.3438 -1.9895  -0.650
N 0.0229 -1.6093 -2.7723  -1.679
N 0.6181 -1.4801 -1.5228  1.707
C 1.5865 -2.4282 -1.2984  -1.134
C 2.2573 -2.2333 -0.1348  1.255
C 3.2511 -3.1244 0.3963  -1.578
C 3.7531 -2.9227 1.6276  -0.364
C 3.2862 -1.8032 2.3851  -1.144
C 2.3889 -0.9550 1.8399  -0.162
N 1.8493 -1.1039 0.5744  0.535
H -4.3153 0.3745 -3.7882  0.234
H -4.0694 0.6132 -5.9850  0.366
H -2.5609 0.3004 -7.9047  0.402
H -0.2244 -0.4611 -7.5355  0.402
H 0.5670 -0.8561 -5.2315  0.466
H 1.7363 -3.2322 -2.0003  0.513
H 3.5553 -3.9650 -0.2115  0.515
H 4.4908 -3.5951 2.0430  0.449
H 3.6561 -1.6091 3.3810  0.508
H 2.0582 -0.1055 2.4072  0.500
O 2.8965 6.2837 2.0091  -0.501
C 2.1477 5.4860 2.8952  -0.536
C 1.8836 4.1563 2.2511  0.070
C 1.2288 3.1461 2.9476  -1.361
C 0.9667 1.9551 2.3203  0.179
N 1.3378 1.6828 1.0535  0.120
C 1.9944 2.6526 0.3954  0.213
C 2.2745 3.8929 0.9503  -0.625
C 2.3988 2.2929 -0.9741  0.926
C 3.3022 3.0346 -1.7096  -0.871
C 3.6520 2.6135 -2.9864  0.537
C 4.6537 3.4008 -3.7949  -0.745
O 4.5699 4.7878 -3.5562  -0.498
C 3.0741 1.4467 -3.4596  -1.254
C 2.1927 0.7412 -2.6667  -0.092
N 1.8403 1.1504 -1.4354  0.359
H 3.0373 7.1506 2.4006  0.319
H 1.1821 5.9473 3.1372  0.336
H 2.6824 5.3169 3.8378  0.350
H 0.9040 3.2872 3.9693  0.505
H 0.4400 1.1728 2.8462  0.299
H 2.7850 4.6524 0.3809  0.570
H 3.7419 3.9341 -1.3056  0.523
H 4.5573 3.1547 -4.8565  0.404
H 5.6583 3.1013 -3.4858  0.265
H 3.7923 5.1390 -4.0031  0.319
H 3.3064 1.0672 -4.4456  0.466
H 1.7549 -0.1750 -3.0220  0.391
F -1.5980 -4.3882 5.6126  -0.256
C -0.5557 -4.5265 4.7831  0.747
F -0.5449 -5.7877 4.3407  -0.270
F 0.5604 -4.3404 5.5082  -0.244
C -0.6202 -3.5305 3.6507  0.343
C -0.9283 -2.2077 3.9184  -1.354
C -0.9252 -1.3086 2.8668  -0.245
N -0.6148 -1.6509 1.6169  0.609
C -0.3594 -2.9352 1.3652  -0.355
C -0.3501 -3.9108 2.3476  -0.952
H -1.1731 -1.8806 4.9189  0.474
H -1.1990 -0.2723 3.0205  0.410
H -0.1485 -3.1888 0.3362  0.593
H -0.1338 -4.9379 2.0945  0.558
Se -1.6408 1.2665 0.8804  -0.621
C -4.1782 -0.3968 -0.5999  -1.087
Si -3.6503 1.3489 -0.2166  0.773
C -3.4482 2.6103 -1.5779  -1.119
C -4.8332 2.0459 1.0625  0.625
C -4.6387 1.9651 2.4412  -0.102
C -5.5858 2.4471 3.3325  -0.694
C -6.7570 3.0200 2.8608  -0.451
C -6.9757 3.1087 1.4953  -0.651
C -6.0216 2.6271 0.6116  -0.488
H -5.1878 -0.4498 -1.0102  0.403
H -4.1855 -0.8967 0.3733  0.333
H -3.5032 -0.9235 -1.2712  0.306
H -4.3713 2.8031 -2.1275  0.400
H -2.6717 2.3298 -2.2818  0.162
H -3.1686 3.5318 -1.0618  0.402
H -3.7307 1.5245 2.8349  0.185
H -5.4093 2.3774 4.3979  0.402
H -7.4960 3.3967 3.5554  0.378
H -7.8863 3.5551 1.1179  0.392
H -6.2147 2.7182 -0.4518  0.239

For the HOMO energy (alpha / beta), the calculation gives -8.83 / -8.83 eV. Its energy relative to the best compared isomer or geometry (same formula, charge and spin) is 1.228 eV. The calculation puts the gap between HOMO and LUMO (alpha / beta) at 5.166 / 5.173 eV. As for the charge: +1.